Record 1
Density functional theory data (wB97M-V/def2-TZVPD) for a structure of composition C50H37Cl4MgN6.

Computed properties:
Charge: +1
Orbital gap (alpha / beta) in Ha: 0.195 / 0.196
LUMO (alpha / beta) in eV: -3.656 / -3.654

Last column: Mulliken charge in e.
Geometry (Å):
Mg (-0.051892, -0.016280, -0.640349)  0.7991
Cl (-6.176215, -6.160912, 2.497804)  -0.2009
C (-5.117060, -5.115065, 1.618597)  0.4230
C (-5.308690, -3.746485, 1.649225)  -1.2672
C (-4.453479, -2.917082, 0.944140)  -0.1846
C (-3.402329, -3.409648, 0.148166)  1.0234
C (-3.193881, -4.797137, 0.222431)  -0.2439
C (-4.041439, -5.637576, 0.923027)  -1.3658
C (-2.480363, -2.461170, -0.545161)  0.0365
C (-2.902194, -1.129270, -0.751750)  0.3693
C (-4.267091, -0.718498, -1.031831)  -1.4400
C (-4.252406, 0.618818, -1.222228)  -1.5499
C (-2.886180, 1.053610, -1.046566)  0.5903
C (-2.476115, 2.386595, -1.055262)  0.5678
C (-3.532934, 3.432567, -1.218815)  -0.9099
C (-3.704123, 4.089277, -2.432957)  0.2166
C (-4.681887, 5.061685, -2.584883)  -0.9588
C (-5.494940, 5.381167, -1.510208)  0.3510
Cl (-6.717498, 6.594836, -1.691998)  -0.2015
C (-5.343395, 4.741375, -0.290197)  -0.9669
C (-4.362982, 3.770037, -0.153380)  0.2347
C (-1.146610, 2.827930, -0.916736)  0.4113
N (-0.054338, 2.023480, -0.816552)  0.8604
C (1.036703, 2.848741, -0.711807)  0.7222
C (2.363171, 2.426658, -0.619146)  0.6502
C (3.415434, 3.477866, -0.474432)  -0.7431
C (3.983351, 3.744866, 0.767129)  0.3109
C (4.953461, 4.724587, 0.915962)  -1.0205
C (5.360865, 5.445562, -0.194811)  0.3667
Cl (6.567451, 6.675051, -0.018979)  -0.2012
C (4.814907, 5.192780, -1.442826)  -0.9412
C (3.845709, 4.209642, -1.575942)  0.1988
C (2.791525, 1.086429, -0.715967)  0.5769
C (4.167013, 0.665155, -0.747809)  -1.6803
C (4.161787, -0.677286, -0.965908)  -1.6436
C (2.784103, -1.078098, -1.054653)  0.1965
N (1.973056, 0.005485, -0.881460)  0.7929
C (2.337747, -2.383310, -1.336784)  1.5067
C (1.003926, -2.793188, -1.348494)  0.0831
C (0.542276, -4.078966, -1.788100)  -1.7156
C (-0.791934, -4.122510, -1.548931)  -1.4950
C (-1.163724, -2.860823, -0.953199)  0.0546
N (-0.069335, -2.055944, -0.889063)  1.1668
C (3.370685, -3.410998, -1.663976)  -1.1157
C (3.652447, -4.431546, -0.759553)  0.1982
C (4.607990, -5.394415, -1.045670)  -1.0329
C (5.282824, -5.338481, -2.255046)  0.3769
Cl (6.474311, -6.540058, -2.623806)  -0.2008
C (5.015636, -4.334923, -3.171456)  -1.0299
C (4.062834, -3.373271, -2.869414)  0.2635
C (0.603069, 4.227069, -0.713529)  -1.7224
C (-0.744135, 4.214566, -0.851030)  -1.5818
N (-2.084899, -0.037594, -0.817922)  0.8429
H (-6.111508, -3.327636, 2.241948)  0.4130
H (-4.592673, -1.853667, 1.055065)  0.4723
H (-2.341870, -5.251069, -0.247918)  0.4076
H (-3.853853, -6.703037, 0.941374)  0.4340
H (-5.107920, -1.379807, -1.159790)  0.8025
H (-5.081402, 1.254157, -1.491987)  0.5655
H (-3.066031, 3.835059, -3.270937)  0.4830
H (-4.815682, 5.569162, -3.530817)  0.4156
H (-5.986521, 5.004163, 0.538953)  0.4068
H (-4.240737, 3.262468, 0.796448)  0.4317
H (3.666198, 3.176111, 1.634176)  0.4047
H (5.392623, 4.931759, 1.882454)  0.4180
H (5.148441, 5.759873, -2.301126)  0.4207
H (3.417931, 4.007633, -2.550603)  0.4959
H (5.017497, 1.321890, -0.650449)  0.5761
H (5.006514, -1.340490, -1.069326)  0.5908
H (1.152299, -4.830037, -2.264730)  0.6097
H (-1.470588, -4.894490, -1.866066)  0.7888
H (3.114721, -4.472282, 0.180313)  0.4295
H (4.829317, -6.184158, -0.340724)  0.4101
H (5.550161, -4.308689, -4.111246)  0.4169
H (3.853755, -2.584217, -3.581837)  0.4821
H (1.255054, 5.083244, -0.641512)  0.5528
H (-1.411764, 5.059635, -0.909409)  0.5330
C (0.333180, 1.218566, 3.740070)  -0.9059
C (0.258310, 1.290666, 2.195737)  -0.3062
N (0.050615, -0.052921, 1.632368)  0.8454
C (1.174585, -0.928876, 2.011930)  -0.7287
C (1.268508, -1.054097, 3.550079)  -0.9498
N (0.167423, -0.220501, 4.142670)  -0.0075
C (-1.167999, -0.735179, 3.686077)  -1.0049
C (-1.211197, -0.618319, 2.145147)  -0.5151
H (-0.459104, 1.785046, 4.224284)  0.3109
H (1.292305, 1.554895, 4.127833)  0.3672
H (1.178299, 1.701881, 1.782690)  -0.1993
H (-0.558437, 1.935775, 1.875358)  0.4755
H (2.093084, -0.510480, 1.603416)  0.3047
H (1.021834, -1.901959, 1.546198)  0.4760
H (2.209960, -0.675581, 3.941700)  0.3368
H (1.126902, -2.074688, 3.898670)  0.3222
H (0.215562, -0.285425, 5.157063)  0.2582
H (-1.932818, -0.134422, 4.173142)  0.3181
H (-1.256871, -1.763473, 4.029761)  0.3926
H (-2.031154, 0.023071, 1.827655)  0.5359
H (-1.367167, -1.594822, 1.687994)  -0.0648

Cartesian forces (eV/Å) of the 2 atoms listed first:
Mg 0.0 0.1 -0.1
Cl 0.0 0.0 0.0

Record 2
Density functional theory data (wB97M-V/def2-TZVPD) for a cluster of 4 separate species, C50H37N3O9P in total at a distorted geometry.

Computed properties:
Charge: +1
Orbital gap in Ha: 0.219
LUMO in eV: -5.184

Last column: Mulliken charge in e.
Geometry (Å):
C (-0.812716, -3.858078, 1.042064)  -0.9109
P (-1.926991, -3.031958, 2.369842)  0.2512
O (-3.224047, -4.097597, 2.724936)  -0.5234
C (-2.585434, -1.409370, 1.583575)  0.2410
C (-1.542555, -0.601470, 0.744658)  -0.3414
C (-1.960407, 0.730761, 0.067273)  0.6728
C (-0.896929, 1.521915, -0.816441)  0.1280
O (-1.127203, 1.583401, -2.057431)  -0.4629
O (0.309098, 2.124016, -0.349174)  -0.1685
N (0.704358, 1.661985, 0.879002)  -0.4524
C (-3.454655, 1.189360, 0.279085)  -0.3976
C (-4.402714, 0.306340, 1.166910)  0.0853
C (-5.917530, 0.870147, 1.346326)  -0.7053
N (-6.810735, 0.021772, 0.500141)  -0.5670
N (-3.958905, -0.944124, 1.780994)  0.0029
H (-0.454485, -4.874764, 1.420354)  0.3404
H (0.118785, -3.208300, 0.893911)  0.3241
H (-1.334500, -3.913420, 0.012515)  0.3459
H (-3.357090, -4.079623, 3.708339)  0.3893
H (-0.484473, -0.998902, 0.601166)  0.0310
H (0.074757, 1.952828, 1.639549)  0.3123
H (0.900200, 0.653184, 0.884008)  0.2718
H (-3.809515, 2.150070, -0.228778)  0.4687
H (-6.171444, 0.761586, 2.466501)  0.3626
H (-5.969008, 1.982315, 1.097817)  0.3469
H (-6.388278, -0.080440, -0.446397)  0.3099
H (-6.849819, -0.908381, 0.951128)  0.3183
H (-4.614565, -1.512586, 2.334837)  0.3120
C (-1.174399, 1.880718, -4.921983)  -0.3113
C (-1.753349, 1.850103, -6.189331)  -0.6520
C (-1.017019, 1.400442, -7.280992)  -0.5668
C (0.305772, 0.990767, -7.109220)  0.2025
C (0.891586, 1.045038, -5.844580)  0.1432
C (0.145201, 1.480297, -4.749288)  -0.5250
C (2.307631, 0.660330, -5.655448)  0.5395
O (2.816840, 0.704884, -4.546535)  -0.7655
C (3.097137, 0.229650, -6.830526)  0.2371
C (4.449600, -0.081415, -6.678044)  -0.3596
C (5.195723, -0.499804, -7.775032)  -0.6268
C (4.592606, -0.617987, -9.025372)  -0.4763
C (3.246954, -0.303746, -9.182675)  -0.5974
C (2.498919, 0.130088, -8.087099)  0.2190
C (1.076504, 0.496099, -8.272259)  0.5466
O (0.548757, 0.397079, -9.366486)  -0.6680
H (-1.750954, 2.222197, -4.070580)  0.4656
H (-2.780003, 2.174764, -6.326058)  0.3858
H (-1.474733, 1.373708, -8.264967)  0.4780
H (0.591804, 1.511788, -3.761281)  0.6350
H (4.925572, 0.005401, -5.706142)  0.4786
H (6.248263, -0.736098, -7.655246)  0.4046
H (5.173534, -0.951340, -9.879376)  0.4007
H (2.784105, -0.393268, -10.160444)  0.4772
C (3.588539, -3.212548, -3.377461)  -0.5701
C (4.067252, -1.972723, -2.958111)  -0.1638
C (4.819262, -1.874981, -1.791891)  -0.9309
C (5.084780, -3.016706, -1.034260)  0.3674
C (4.584607, -4.253976, -1.441570)  0.1213
C (3.845125, -4.351630, -2.621696)  -0.7820
C (4.816949, -5.464696, -0.621261)  0.6789
O (4.382990, -6.546764, -0.978377)  -0.6704
C (5.576302, -5.339280, 0.643193)  0.1795
C (5.754228, -6.460344, 1.455759)  -0.5630
C (6.477800, -6.354721, 2.639226)  -0.4618
C (7.033830, -5.132446, 3.010859)  -0.4760
C (6.854143, -4.012027, 2.207000)  -0.5431
C (6.116488, -4.111358, 1.026004)  0.1985
C (5.900991, -2.905215, 0.195740)  0.5087
O (6.383333, -1.833980, 0.522468)  -0.6652
H (3.009502, -3.289650, -4.292516)  0.4793
H (3.855547, -1.081891, -3.542357)  0.5665
H (5.193947, -0.907265, -1.472905)  0.4982
H (3.464833, -5.313598, -2.950925)  0.4775
H (5.326582, -7.416622, 1.170821)  0.4651
H (6.610540, -7.226545, 3.271973)  0.4053
H (7.604401, -5.052337, 3.930674)  0.4009
H (7.285803, -3.061453, 2.504370)  0.4628
C (-4.820271, 4.527988, 9.666918)  -0.4686
C (-5.731946, 3.565737, 9.237682)  -0.5146
C (-5.704771, 3.118532, 7.921228)  -0.4647
C (-4.771762, 3.642171, 7.025382)  0.1988
C (-3.874477, 4.623889, 7.449378)  0.0997
C (-3.893189, 5.057533, 8.775673)  -0.5644
C (-2.912312, 5.223428, 6.497181)  0.6048
O (-2.126402, 6.077095, 6.865894)  -0.6438
C (-2.926226, 4.774665, 5.085850)  0.3609
C (-2.064737, 5.370537, 4.162067)  -0.6191
C (-2.062585, 4.945022, 2.837179)  -0.8870
C (-2.913604, 3.918031, 2.434256)  -0.1757
C (-3.775555, 3.327661, 3.350091)  -0.2523
C (-3.790515, 3.761006, 4.675228)  -0.1497
C (-4.738568, 3.147647, 5.632000)  0.5046
O (-5.486017, 2.250000, 5.273328)  -0.7070
H (-4.836328, 4.869697, 10.696836)  0.4047
H (-6.463106, 3.162484, 9.930852)  0.4027
H (-6.414326, 2.364948, 7.594303)  0.4455
H (-3.189286, 5.810836, 9.114953)  0.4722
H (-1.397377, 6.168969, 4.471366)  0.4932
H (-1.396114, 5.412450, 2.119065)  0.4351
H (-2.908107, 3.580642, 1.402824)  0.4721
H (-4.439455, 2.531419, 3.027992)  0.5191

Cartesian forces (eV/Å) of the 2 atoms listed first:
C -0.5 0.4 -1.1
P 0.2 -0.3 0.9

Record 3
Density functional theory data (wB97M-V/def2-TZVPD) for a structure of composition C50H38CaN6O10S3 at a distorted geometry.

Computed properties:
Relative energy (zero: lowest compared OMol25 entry of this formula, charge and spin) in kJ/mol: 66.5
Charge: -2
Orbital gap in Ha: 0.149
LUMO in eV: 2.190

Last column: Mulliken charge in e.
Geometry (Å):
Ca (-0.349915, 1.161543, -0.635863)  1.9818
O (1.299283, 0.089546, -7.906310)  -0.6224
N (1.340940, -0.994304, -7.253232)  0.9826
O (1.677071, -2.088821, -7.718580)  -0.6216
C (1.007872, -0.925433, -5.867573)  -0.4169
C (1.379345, -1.992952, -5.094281)  -0.4060
C (1.213284, -1.988323, -3.708158)  1.2684
C (1.766513, -3.010804, -2.883445)  -0.9108
C (1.563440, -2.951988, -1.507352)  -1.0887
C (0.957113, -1.781377, -1.001077)  -0.4616
N (0.516807, -0.776507, -1.767811)  0.4983
C (0.584126, -0.866002, -3.094131)  -0.4238
C (0.020360, 0.158868, -3.944271)  -0.4321
N (-0.620095, 1.143367, -3.304213)  0.5991
C (-1.203373, 2.102737, -4.017541)  -0.5208
C (-1.223591, 2.060007, -5.396459)  -1.1096
C (-0.403700, 1.155498, -6.034228)  -0.4603
C (0.221248, 0.132693, -5.333432)  0.7626
H (1.883178, -2.880480, -5.507823)  0.4406
H (2.307351, -3.868357, -3.336318)  0.3055
H (1.874041, -3.802994, -0.862736)  0.4663
H (0.824042, -1.666350, 0.077041)  0.4558
H (-1.773557, 2.801354, -3.426676)  0.4926
H (-1.826766, 2.712433, -6.030055)  0.3700
H (-0.223863, 1.199955, -7.124487)  0.4516
C (5.307611, -0.834323, 3.732773)  -1.4380
C (5.335273, -1.900116, 2.607477)  2.5102
C (4.041154, -2.765580, 2.826169)  -1.3654
C (6.578439, -2.751776, 2.696772)  -2.3836
C (5.221969, -1.209388, 1.232575)  0.3789
C (6.318823, -1.181904, 0.301275)  -0.5623
C (6.233531, -0.350602, -0.822575)  -0.9153
C (5.057189, 0.305467, -1.114831)  0.2610
S (4.874644, 1.574826, -2.279640)  -0.3310
C (3.340102, 1.955950, -1.486595)  0.2125
N (2.956487, 1.148440, -0.519099)  -0.0109
C (3.900950, 0.204992, -0.197786)  -1.2362
C (4.011704, -0.558553, 0.966280)  0.5467
C (2.640070, 3.165166, -1.789260)  -0.3578
C (3.301404, 4.305279, -2.138623)  -0.5850
C (2.614080, 5.476381, -2.492228)  -0.6695
C (1.266206, 5.533853, -2.315748)  -0.6027
C (0.573300, 4.428725, -1.756697)  -1.2092
C (1.261090, 3.265204, -1.514432)  1.3698
H (5.175720, -1.344811, 4.676806)  0.4314
H (4.421481, -0.167596, 3.667816)  0.2188
H (6.204245, -0.166096, 3.674568)  0.3159
H (4.074273, -3.325915, 3.760343)  0.4287
H (3.951095, -3.465761, 1.978120)  0.2855
H (3.128609, -2.179576, 2.770162)  0.2383
H (6.648876, -3.200565, 3.680122)  0.4483
H (7.495122, -2.148285, 2.569793)  0.4119
H (6.641544, -3.572159, 1.949053)  0.3719
H (7.222466, -1.726947, 0.554933)  0.3690
H (7.074118, -0.252921, -1.504356)  0.3468
H (3.187624, -0.576063, 1.669079)  0.1691
H (4.412308, 4.272774, -2.174540)  0.3341
H (3.214208, 6.337204, -2.841314)  0.2956
H (0.743350, 6.433816, -2.545618)  0.4126
H (-0.476497, 4.574460, -1.466367)  0.4486
O (-2.230294, 4.527601, 1.809176)  -0.7834
S (-1.669337, 3.195960, 1.741497)  0.9546
O (-2.555327, 2.001803, 1.489337)  -0.0563
O (-0.507875, 3.053869, 0.821949)  -0.4977
C (-0.920754, 2.816942, 3.377873)  0.1503
C (-1.078119, 3.774894, 4.415489)  -0.4221
C (-0.313304, 3.747457, 5.580505)  -0.6152
C (0.685270, 2.785456, 5.671805)  -0.4226
C (0.769668, 1.759845, 4.750671)  -0.6374
C (-0.066836, 1.745805, 3.610374)  -0.1021
S (-0.041996, 0.041246, 2.824033)  1.2451
O (1.089536, -0.585932, 3.472912)  -0.7486
O (-1.359232, -0.536812, 3.156776)  -0.6204
O (0.162003, 0.174097, 1.351447)  -0.3256
H (-1.809128, 4.631664, 4.229056)  0.2576
H (-0.555835, 4.476606, 6.362396)  0.3370
H (1.388354, 2.680439, 6.502997)  0.3300
H (1.428531, 0.878283, 4.897490)  0.3277
O (-2.793895, 1.669436, -1.148250)  -0.5478
C (-3.170616, 0.532929, -0.765035)  -0.9173
N (-4.444117, 0.123219, -0.566278)  0.0497
C (-4.469915, -1.128844, 0.173542)  2.1232
C (-2.869809, -1.510707, 0.069287)  -0.5755
O (-2.383259, -2.595160, 0.457380)  -0.8526
N (-2.259101, -0.414368, -0.392292)  0.5458
C (-5.440635, -2.184241, -0.471169)  -0.4142
C (-6.764720, -1.757780, -0.775491)  -0.1782
C (-7.737809, -2.628377, -1.308336)  -0.8822
C (-7.346367, -3.979087, -1.519030)  -0.2527
C (-6.072777, -4.441345, -1.184472)  -0.9055
C (-5.137121, -3.520356, -0.762727)  0.2350
C (-4.761070, -0.892561, 1.605224)  0.3219
C (-4.879089, -2.019721, 2.480489)  -0.4235
C (-4.962309, -1.816409, 3.833751)  -0.7095
C (-4.979526, -0.519015, 4.357301)  -0.7145
C (-4.761633, 0.572395, 3.512655)  -0.4963
C (-4.741064, 0.381082, 2.171640)  -0.4939
H (-5.210507, 0.790572, -0.510146)  0.5071
H (-7.009762, -0.721743, -0.637218)  0.2794
H (-8.641604, -2.235894, -1.747491)  0.3344
H (-8.088334, -4.667944, -1.884180)  0.3620
H (-5.857582, -5.499613, -1.335139)  0.3771
H (-4.041117, -3.773477, -0.684376)  0.2695
H (-4.837833, -3.078807, 2.135677)  0.2649
H (-5.095054, -2.711180, 4.410045)  0.3913
H (-5.192223, -0.316912, 5.372710)  0.4295
H (-4.661283, 1.586359, 3.906415)  0.3039
H (-4.568874, 1.161396, 1.464359)  0.4589

Cartesian forces (eV/Å) of the 2 atoms listed first:
Ca -0.2 1.6 0.6
O 0.4 -2.7 0.9

Question: Look up the charge of the third one.
Answer: -2

Question: charge of number 3 (C50H38CaN6O10S3)?
Answer: -2